Below is a 10-piece molecular cluster, C5H31NO10 overall in a non-equilibrium geometry, with properties calculated with ωB97M-V with the def2-TZVPD basis set.

As for the total charge: +1. The expectation value of S² is 0.76. The total energy is -1015.77733 Eh. As for the LUMO energy (alpha / beta): -3.524 / -8.368 eV. As for the energy above the lowest of the compared OMol25 structures with the same formula, charge and spin: 5.495 eV. Its multiplicity is 2. The frontier orbital gap (alpha / beta) comes out at 9.21 / 4.36 eV. The highest occupied orbital energy (alpha / beta) is -12.74 / -12.73 eV.

XYZ file:
```
47
Properties=species:S:1:pos:R:3:nbo_charge:R:1
C 2.35171 0.11597 0.29119 -0.10
O 2.95977 -1.18052 0.11238 -0.75
C 2.09416 0.11144 1.78560 -0.42
C 0.56545 0.24852 2.17093 -0.43
C 0.13693 1.65290 2.46488 -0.37
C -0.72031 1.92110 3.78777 -0.26
N -2.15356 1.76902 3.41121 -0.31
H 1.41988 -0.12445 -0.15006 0.20
H 2.96655 0.91441 -0.05951 0.22
H 3.97399 -1.11807 0.28712 0.49
H 2.67578 0.94774 2.33447 0.20
H 2.43536 -0.67558 2.43439 0.24
H 0.39848 -0.27892 3.15250 0.20
H -0.16644 -0.15562 1.38268 0.23
H -0.46411 1.98561 1.60926 0.24
H 0.96915 2.38679 2.79600 0.26
H -0.49766 2.91086 4.18275 0.27
H -0.41738 1.24686 4.58208 0.24
H -2.57097 0.95970 3.85536 0.42
H -2.52765 2.26112 2.68883 0.41
H -3.86957 -0.95625 1.18583 0.43
H -3.47502 -2.00612 0.43391 0.46
O -4.25526 -1.34618 0.38991 -0.90
H 0.03697 2.08162 -2.29954 0.51
H 0.41137 3.17683 -1.22022 0.45
O 0.57496 2.93258 -2.18922 -0.97
H 0.78338 -2.87643 -4.06867 0.47
H 1.96001 -1.87346 -4.57222 0.49
O 0.97130 -2.15782 -4.69395 -0.95
H 3.92186 3.05775 -1.62593 0.46
H 2.43130 2.83429 -2.10442 0.49
O 3.30342 2.46363 -2.22509 -0.96
H 1.00636 -1.82301 -1.82658 0.48
H 0.83169 -2.04399 -0.36973 0.49
O 0.32307 -1.64896 -1.21469 -0.95
H -0.79402 0.03693 -3.62854 0.51
H -0.23996 -0.11842 -2.10906 0.50
O -0.45866 0.47255 -2.83087 -0.99
H 0.36396 -3.88431 0.30042 0.45
H -1.00253 -4.37018 -0.20404 0.47
O -0.01214 -4.26933 -0.47500 -0.92
H -3.41644 1.73385 -0.08462 0.45
H -2.99555 1.05908 -1.29796 0.50
O -2.69308 1.49322 -0.50421 -0.94
H -2.79171 -3.28579 -1.66926 0.48
H -1.78494 -2.22397 -2.34085 0.48
O -2.55987 -2.35703 -1.87521 -0.96
```